Below is a cluster of 2 separate species, C60H78N5 in total at a distorted geometry, with properties calculated with ωB97M-V/def2-TZVPD.

Each line ends with the Mulliken charge.
Geometry (Å):
C: 2.849 4.073 1.744  -0.99
C: 3.422 2.711 2.157  0.27
C: 4.945 2.730 2.013  -1.79
C: 2.767 1.578 1.382  0.25
C: 3.244 1.121 0.149  0.04
C: 2.539 0.197 -0.613  0.14
C: 2.923 -0.099 -2.060  2.54
C: 4.300 0.418 -2.460  -2.30
C: 1.856 0.332 -3.062  -1.27
C: 1.408 -0.459 -0.030  0.20
C: 0.755 -1.571 -0.716  -0.90
N: 1.340 -2.809 -0.992  1.92
C: 2.724 -3.229 -0.865  -0.50
C: 3.421 -3.574 -2.037  0.88
C: 2.782 -3.613 -3.433  1.81
C: 2.411 -5.051 -3.788  -1.65
C: 3.666 -2.960 -4.495  -1.30
C: 4.762 -3.956 -1.936  -0.57
C: 5.415 -3.958 -0.704  -1.65
C: 4.701 -3.656 0.451  -0.54
C: 3.336 -3.356 0.402  -0.34
C: 2.533 -3.229 1.690  2.77
C: 3.397 -3.257 2.954  -2.51
C: 1.426 -4.276 1.826  -0.77
N: 0.447 -3.647 -1.573  -0.66
N: -0.723 -2.958 -1.593  2.03
C: -1.887 -3.520 -2.243  -0.68
C: -2.099 -3.246 -3.606  0.35
C: -1.081 -2.451 -4.432  2.33
C: -1.452 -0.981 -4.510  -1.43
C: -0.882 -2.989 -5.850  -1.88
C: -3.267 -3.715 -4.210  -0.44
C: -4.164 -4.515 -3.500  -1.31
C: -3.878 -4.871 -2.181  -1.15
C: -2.734 -4.394 -1.540  0.18
C: -2.420 -4.920 -0.135  0.68
C: -2.268 -3.839 0.931  -1.43
C: -1.238 -5.891 -0.142  -1.26
C: -0.566 -1.630 -1.143  1.63
C: -1.591 -0.689 -1.134  -2.50
C: 0.929 -0.013 1.246  0.41
C: -0.308 -0.579 1.944  2.88
C: -1.380 0.500 2.073  -1.33
C: -0.001 -1.162 3.323  -1.06
C: 1.598 1.023 1.890  -0.74
H: 1.761 4.104 1.888  -0.18
H: 3.302 4.881 2.334  0.46
H: 3.061 4.263 0.682  0.38
H: 3.175 2.555 3.218  0.39
H: 5.367 1.742 2.222  0.38
H: 5.234 3.031 0.999  0.31
H: 5.373 3.452 2.718  0.49
H: 4.180 1.534 -0.237  0.32
H: 2.970 -1.195 -2.124  -1.16
H: 5.058 0.097 -1.737  0.43
H: 4.581 0.025 -3.445  0.40
H: 4.311 1.512 -2.525  0.44
H: 0.887 -0.126 -2.828  0.10
H: 1.724 1.423 -3.060  0.35
H: 2.133 0.024 -4.079  0.39
H: 1.845 -3.046 -3.395  -0.62
H: 1.727 -5.432 -3.020  0.26
H: 1.909 -5.113 -4.762  0.43
H: 3.310 -5.684 -3.821  0.36
H: 3.923 -1.935 -4.199  0.10
H: 4.598 -3.520 -4.650  0.43
H: 3.140 -2.915 -5.457  0.37
H: 5.302 -4.242 -2.839  0.32
H: 6.477 -4.209 -0.646  0.40
H: 5.218 -3.662 1.408  0.47
H: 2.049 -2.242 1.649  -1.32
H: 4.195 -2.511 2.902  0.45
H: 2.790 -3.035 3.843  0.36
H: 3.843 -4.250 3.099  0.48
H: 0.750 -4.263 0.963  -0.16
H: 1.853 -5.288 1.909  0.43
H: 0.821 -4.099 2.730  0.34
H: -0.119 -2.546 -3.911  -1.09
H: -1.591 -0.571 -3.505  0.36
H: -0.666 -0.407 -5.018  0.30
H: -2.390 -0.866 -5.070  0.39
H: -0.698 -4.070 -5.850  0.41
H: -1.758 -2.770 -6.474  0.45
H: -0.016 -2.498 -6.315  0.38
H: -3.458 -3.468 -5.256  0.33
H: -5.086 -4.864 -3.975  0.36
H: -4.549 -5.545 -1.639  0.41
H: -3.302 -5.511 0.149  0.75
H: -3.079 -3.104 0.864  0.35
H: -2.289 -4.286 1.934  0.56
H: -1.310 -3.316 0.827  0.06
H: -1.518 -6.818 -0.654  0.42
H: -0.375 -5.463 -0.665  0.00
H: -0.923 -6.152 0.875  0.40
H: -2.594 -1.018 -1.358  0.26
H: -1.316 0.340 -0.952  0.56
H: -0.722 -1.378 1.324  -1.16
H: -1.617 0.916 1.088  0.02
H: -2.302 0.092 2.508  0.74
H: -1.037 1.320 2.720  -0.42
H: 0.802 -1.907 3.271  -0.25
H: 0.309 -0.378 4.030  0.04
H: -0.894 -1.659 3.728  0.49
H: 1.201 1.408 2.837  -0.10
C: -2.217 0.729 6.277  -0.75
N: -2.987 1.859 5.801  0.19
C: -4.220 2.080 6.530  -1.12
C: -2.595 2.627 4.727  0.18
C: -3.516 2.970 3.705  -0.72
C: -3.109 3.675 2.592  -0.78
C: -1.833 4.299 2.544  0.47
C: -1.486 5.222 1.511  -0.18
C: -2.382 6.047 0.834  0.66
C: -2.006 6.968 -0.241  0.33
C: -0.788 7.390 -0.754  -0.36
C: -0.788 8.326 -1.807  -0.81
C: -1.992 8.814 -2.346  -0.66
C: -3.230 8.394 -1.829  -0.96
C: -3.199 7.483 -0.782  0.60
N: -4.266 6.991 -0.021  0.17
C: -5.655 7.292 -0.297  -0.85
C: -3.799 6.186 0.971  -0.85
C: -0.921 3.992 3.600  -0.54
C: -1.260 3.115 4.615  -0.51
H: -1.385 0.513 5.601  0.02
H: -1.824 0.921 7.288  0.34
H: -2.866 -0.162 6.334  0.34
H: -4.731 2.957 6.137  0.37
H: -4.883 1.203 6.460  0.35
H: -3.997 2.236 7.599  0.33
H: -4.545 2.617 3.796  0.49
H: -3.777 3.766 1.740  0.96
H: -0.418 5.372 1.277  0.12
H: 0.117 6.995 -0.301  0.52
H: 0.160 8.681 -2.211  0.40
H: -1.960 9.513 -3.179  0.40
H: -4.189 8.742 -2.215  0.24
H: -5.667 7.980 -1.144  0.26
H: -6.213 6.385 -0.554  0.33
H: -6.149 7.767 0.558  0.35
H: -4.456 5.739 1.715  0.75
H: 0.053 4.489 3.616  0.50
H: -0.553 2.855 5.409  0.47

The calculation puts the HOMO-LUMO gap at 0.112 hartree. The largest force on an atom comes out at 2.64 eV/A. The value obtained for the calculated total energy is -2606.6138 Eh. Its net charge is +1.

***

Below is a cluster of 12 separate species, C60H80O12S4 in total at a distorted geometry, with properties calculated with ωB97M-V/def2-TZVPD.

Each line ends with the Mulliken charge.
Geometry (Å):
O: -3.190 -1.692 5.354  -0.71
S: -1.878 -1.190 5.517  1.12
O: -1.176 -0.604 4.423  -0.37
O: -1.998 -0.150 6.698  -0.39
C: -0.791 0.454 7.230  0.50
C: -1.188 1.762 7.880  -1.50
C: -0.820 -2.416 6.216  -0.71
H: -0.045 0.564 6.448  -0.19
H: -0.427 -0.230 8.002  0.28
H: -1.915 1.593 8.670  0.35
H: -1.526 2.472 7.129  0.36
H: -0.280 2.175 8.329  0.41
H: -1.071 -2.684 7.237  0.44
H: 0.188 -1.996 6.174  -0.07
H: -0.791 -3.274 5.549  0.40
O: -4.489 0.813 3.329  -0.66
S: -5.167 -0.294 2.752  1.41
O: -5.927 -1.170 3.580  -0.69
O: -6.152 0.271 1.644  -0.31
C: -7.120 -0.616 1.086  -0.10
C: -8.315 0.190 0.581  -1.34
C: -4.022 -1.167 1.736  -0.97
H: -7.476 -1.328 1.829  0.36
H: -6.711 -1.181 0.242  0.23
H: -8.014 1.021 -0.049  0.33
H: -8.894 0.525 1.442  0.32
H: -8.963 -0.502 0.041  0.39
H: -3.906 -0.523 0.870  0.34
H: -4.436 -2.142 1.485  0.33
H: -3.088 -1.354 2.262  0.37
O: 0.217 3.365 -6.606  -0.71
S: 0.876 2.979 -5.407  1.32
O: 1.841 1.944 -5.385  -0.62
O: 1.633 4.217 -4.799  -0.28
C: 0.963 5.496 -4.761  0.29
C: 1.924 6.493 -4.181  -1.23
C: -0.319 2.666 -4.151  -0.36
H: 0.070 5.425 -4.131  -0.09
H: 0.609 5.763 -5.757  0.38
H: 2.836 6.499 -4.790  0.44
H: 2.254 6.272 -3.171  0.03
H: 1.500 7.487 -4.327  0.44
H: 0.173 2.730 -3.183  -0.17
H: -0.743 1.679 -4.318  0.23
H: -1.054 3.468 -4.185  0.33
O: -4.579 -0.764 -3.568  -0.69
S: -3.710 -0.934 -4.687  1.33
O: -2.316 -0.675 -4.507  -0.42
O: -3.854 -2.397 -5.263  -0.35
C: -3.230 -3.421 -4.454  0.69
C: -3.684 -4.770 -4.943  -1.57
C: -4.415 -0.093 -6.054  -1.17
H: -3.579 -3.305 -3.425  0.28
H: -2.144 -3.360 -4.481  -0.31
H: -3.333 -5.565 -4.283  0.37
H: -3.390 -4.935 -5.979  0.33
H: -4.767 -4.908 -4.867  0.43
H: -3.845 -0.354 -6.941  0.33
H: -4.332 0.974 -5.866  0.38
H: -5.445 -0.432 -6.085  0.40
C: 4.136 -2.290 -1.087  -0.33
C: 4.073 -2.243 0.299  -0.44
C: 4.682 -1.174 0.951  -0.52
C: 5.277 -0.166 0.203  -0.32
C: 5.427 -0.260 -1.174  -0.88
C: 4.790 -1.309 -1.823  -0.11
H: 3.656 -3.103 -1.616  0.25
H: 3.562 -3.045 0.815  0.48
H: 4.720 -1.081 2.027  0.65
H: 5.758 0.646 0.737  0.43
H: 6.057 0.411 -1.742  0.42
H: 4.825 -1.420 -2.900  0.39
C: 4.658 4.921 0.583  -0.70
C: 4.223 5.040 -0.732  -0.35
C: 3.371 4.077 -1.265  -1.02
C: 2.886 3.075 -0.435  -0.05
C: 3.292 2.941 0.877  -0.20
C: 4.147 3.919 1.397  -0.64
H: 5.240 5.720 1.028  0.36
H: 4.603 5.832 -1.366  0.41
H: 3.033 4.155 -2.290  0.50
H: 2.167 2.362 -0.827  0.66
H: 2.996 2.156 1.559  0.55
H: 4.536 3.867 2.408  0.47
C: 3.415 2.754 5.904  -0.72
C: 3.391 1.621 6.721  -0.73
C: 2.752 0.460 6.305  -0.45
C: 2.154 0.433 5.064  0.08
C: 2.126 1.566 4.261  -0.54
C: 2.833 2.700 4.655  -0.65
H: 3.904 3.647 6.272  0.42
H: 3.901 1.659 7.676  0.39
H: 2.701 -0.385 6.981  0.52
H: 1.660 -0.408 4.595  0.40
H: 1.662 1.573 3.284  0.63
H: 2.757 3.551 3.988  0.64
C: -0.854 0.308 0.839  -0.86
C: -1.549 0.501 -0.343  -1.65
C: -0.875 0.509 -1.555  -0.11
C: 0.463 0.155 -1.648  0.05
C: 1.126 -0.139 -0.459  -0.77
C: 0.490 -0.063 0.779  0.18
H: -1.330 0.457 1.801  0.84
H: -2.572 0.859 -0.305  0.71
H: -1.472 0.729 -2.432  0.30
H: 0.996 0.195 -2.589  0.61
H: 2.168 -0.437 -0.520  -0.09
H: 1.044 -0.238 1.694  0.85
C: 0.532 6.057 -0.911  -0.23
C: -0.214 7.019 -1.566  -0.62
C: -1.457 6.660 -2.085  -0.48
C: -1.935 5.368 -1.988  -0.61
C: -1.174 4.392 -1.348  -0.13
C: 0.011 4.776 -0.739  -0.67
H: 1.512 6.274 -0.502  0.51
H: 0.184 8.024 -1.624  0.45
H: -2.020 7.411 -2.629  0.34
H: -2.932 5.126 -2.338  0.39
H: -1.625 3.445 -1.079  0.46
H: 0.485 4.055 -0.087  0.56
C: 2.661 -3.598 -4.244  -0.09
C: 2.611 -4.655 -5.139  -0.66
C: 1.440 -4.912 -5.846  -0.54
C: 0.392 -4.005 -5.782  -0.41
C: 0.505 -2.883 -4.981  -0.69
C: 1.626 -2.683 -4.179  0.19
H: 3.565 -3.424 -3.674  0.13
H: 3.441 -5.345 -5.226  0.38
H: 1.420 -5.775 -6.499  0.38
H: -0.490 -4.156 -6.393  0.49
H: -0.251 -2.104 -5.008  0.67
H: 1.635 -1.810 -3.540  0.19
C: -1.744 -3.279 -0.729  0.34
C: -0.780 -3.522 -1.699  0.77
C: -0.376 -4.829 -1.932  -0.26
C: -0.967 -5.881 -1.231  -0.76
C: -1.928 -5.620 -0.265  -0.85
C: -2.283 -4.308 0.019  -0.59
H: -2.012 -2.252 -0.501  0.23
H: -0.297 -2.690 -2.191  -0.19
H: 0.382 -5.066 -2.670  0.19
H: -0.638 -6.870 -1.526  0.41
H: -2.283 -6.443 0.344  0.38
H: -2.913 -4.136 0.883  0.37
C: 1.754 -3.228 3.151  -0.47
C: 2.747 -2.459 3.743  0.27
C: 3.252 -2.788 4.989  -0.72
C: 2.666 -3.838 5.692  -0.59
C: 1.624 -4.573 5.149  -0.61
C: 1.178 -4.262 3.872  -0.84
H: 1.398 -2.966 2.162  0.66
H: 3.107 -1.601 3.192  0.46
H: 3.998 -2.179 5.483  0.54
H: 3.094 -4.201 6.620  0.36
H: 1.143 -5.350 5.727  0.44
H: 0.382 -4.831 3.405  0.47

The calculation puts the HOMO-LUMO gap at 0.349 hartree. The largest force on an atom comes out at 1.47 eV/A. The value obtained for the calculated total energy is -4829.8470 Eh. Its net charge is 0. Its SMILES is CCOS(C)(=O)=O.CCOS(C)(=O)=O.CCOS(C)(=O)=O.CCOS(C)(=O)=O.c1ccccc1.c1ccccc1.c1ccccc1.c1ccccc1.c1ccccc1.c1ccccc1.c1ccccc1.c1ccccc1.

***

Below is a cluster of 8 separate species, C60H87BN10O7 in total at a distorted geometry, with properties calculated with ωB97M-V/def2-TZVPD.

Each line ends with the Mulliken charge.
Geometry (Å):
C: 8.415 -2.574 -0.278  -1.16
C: 7.788 -2.488 -1.666  -0.27
O: 6.504 -3.060 -1.612  -0.33
C: 5.527 -2.405 -2.389  -1.43
C: 4.139 -2.660 -1.777  2.33
C: 3.583 -4.028 -2.252  -1.30
C: 2.345 -3.808 -3.137  0.87
C: 1.449 -5.037 -3.309  -0.53
C: 0.001 -4.606 -3.597  -0.50
N: -0.086 -3.436 -4.497  -0.22
C: -0.620 -2.257 -3.888  0.10
N: -1.705 -2.244 -3.235  -0.50
N: 0.162 -1.071 -4.053  -0.33
O: 4.233 -2.691 -0.364  -0.84
C: 3.573 -1.577 0.290  0.96
C: 2.072 -1.729 0.006  -0.12
C: 1.092 -0.754 0.685  -0.57
C: 0.154 -1.446 1.691  -1.37
C: -1.029 -2.123 0.971  0.17
C: -1.425 -3.488 1.588  -0.97
C: -1.303 -4.608 0.565  -0.83
O: 0.077 -4.712 0.208  0.44
C: 0.586 -6.013 0.459  -1.13
C: 4.190 -0.268 -0.247  0.17
C: 4.148 0.993 0.622  -1.49
C: 3.845 2.223 -0.261  -1.12
C: 2.391 2.189 -0.712  1.83
C: 2.073 3.222 -1.788  -1.52
O: 0.799 3.877 -1.545  -0.20
C: -0.280 3.094 -1.833  0.84
C: -1.130 2.662 -0.667  -1.34
O: -0.598 2.794 -2.991  -0.58
B: 3.846 -1.810 1.847  1.29
O: 3.228 -1.046 2.825  -0.65
O: 4.721 -2.791 2.241  -0.66
C: 4.097 -3.950 2.799  -0.58
H: 8.145 -1.692 0.296  0.25
H: 8.035 -3.440 0.253  0.27
H: 9.498 -2.627 -0.328  0.39
H: 7.752 -1.439 -1.959  0.24
H: 8.427 -3.012 -2.381  0.41
H: 5.719 -1.333 -2.468  0.40
H: 5.567 -2.850 -3.387  0.61
H: 3.442 -1.913 -2.145  -0.64
H: 4.329 -4.588 -2.809  0.39
H: 3.263 -4.604 -1.390  0.01
H: 2.649 -3.449 -4.116  0.27
H: 1.740 -3.048 -2.647  -0.51
H: 1.418 -5.559 -2.359  0.15
H: 1.807 -5.665 -4.119  0.38
H: -0.501 -4.393 -2.658  -0.08
H: -0.542 -5.428 -4.059  0.50
H: -0.702 -3.654 -5.268  0.32
H: -1.873 -1.287 -2.936  0.30
H: 0.801 -1.191 -4.829  0.34
H: 0.743 -0.948 -3.232  -0.10
H: 1.873 -1.712 -1.063  -1.43
H: 1.797 -2.734 0.327  0.93
H: 0.451 -0.334 -0.093  0.41
H: 1.559 0.094 1.172  0.10
H: -0.200 -0.677 2.373  0.51
H: 0.742 -2.166 2.254  0.38
H: -1.886 -1.461 1.060  0.74
H: -0.758 -2.239 -0.073  -0.31
H: -0.747 -3.731 2.401  0.42
H: -2.438 -3.425 1.977  0.16
H: -1.898 -4.355 -0.311  0.26
H: -1.660 -5.519 1.032  0.41
H: 1.611 -6.029 0.108  0.26
H: 0.542 -6.233 1.525  0.36
H: 0.019 -6.753 -0.107  0.37
H: 3.764 -0.055 -1.226  -0.65
H: 5.235 -0.501 -0.439  0.81
H: 3.385 0.979 1.391  0.50
H: 5.120 1.173 1.073  0.53
H: 4.499 2.220 -1.130  -0.09
H: 3.967 3.122 0.340  0.70
H: 1.726 2.369 0.130  0.53
H: 2.119 1.210 -1.104  -1.16
H: 2.802 4.022 -1.823  0.95
H: 1.995 2.753 -2.766  -0.03
H: -2.008 3.298 -0.592  0.39
H: -1.469 1.646 -0.836  0.37
H: -0.600 2.693 0.279  0.32
H: 3.866 -0.566 3.352  0.30
H: 4.883 -4.669 2.999  0.23
H: 3.602 -3.705 3.736  0.32
H: 3.408 -4.388 2.079  0.02
N: -3.955 -6.201 1.743  -0.29
C: -3.990 -7.430 1.232  -0.20
C: -5.162 -8.124 0.982  -0.48
C: -6.368 -7.505 1.278  -0.41
C: -6.349 -6.226 1.808  -0.37
C: -5.119 -5.621 2.023  -0.20
H: -3.025 -7.876 1.011  0.32
H: -5.131 -9.121 0.563  0.38
H: -7.307 -8.011 1.095  0.39
H: -7.263 -5.701 2.047  0.35
H: -5.060 -4.619 2.430  0.47
N: 3.080 6.660 1.275  -0.53
C: 3.116 7.991 1.224  -0.58
C: 2.333 8.748 0.366  -0.21
C: 1.468 8.088 -0.492  -0.62
C: 1.421 6.703 -0.459  0.00
C: 2.241 6.043 0.443  -0.49
H: 3.805 8.469 1.912  0.44
H: 2.400 9.827 0.376  0.42
H: 0.837 8.639 -1.178  0.49
H: 0.761 6.153 -1.108  0.49
H: 2.227 4.961 0.509  0.56
N: -6.834 -3.134 0.960  -0.15
C: -6.465 -3.414 -0.289  -0.06
C: -6.080 -2.454 -1.212  -0.70
C: -6.083 -1.126 -0.818  -0.25
C: -6.466 -0.815 0.476  -0.71
C: -6.830 -1.850 1.325  -0.10
H: -6.476 -4.465 -0.557  0.36
H: -5.785 -2.742 -2.211  0.40
H: -5.789 -0.346 -1.509  0.43
H: -6.482 0.209 0.825  0.40
H: -7.131 -1.654 2.348  0.49
N: 2.087 9.589 4.414  -0.34
C: 1.692 10.371 5.417  -0.24
C: 0.891 9.936 6.462  -0.36
C: 0.475 8.615 6.465  -0.27
C: 0.875 7.787 5.429  -0.66
C: 1.679 8.321 4.432  0.23
H: 2.038 11.398 5.375  0.34
H: 0.603 10.616 7.251  0.35
H: -0.152 8.236 7.263  0.37
H: 0.573 6.750 5.391  0.36
H: 2.018 7.707 3.606  0.21
N: -1.761 7.046 -2.318  -0.34
C: -1.940 5.873 -2.924  -0.25
C: -3.184 5.306 -3.155  -0.58
C: -4.308 5.997 -2.733  -0.25
C: -4.142 7.219 -2.101  -0.52
C: -2.853 7.697 -1.921  -0.15
H: -1.035 5.364 -3.235  0.58
H: -3.263 4.348 -3.650  0.43
H: -5.298 5.590 -2.893  0.39
H: -4.991 7.791 -1.755  0.36
H: -2.679 8.650 -1.432  0.36
N: 4.774 1.381 -3.701  -0.47
C: 4.571 2.696 -3.641  -0.38
C: 3.514 3.340 -4.268  -0.28
C: 2.619 2.578 -5.000  -0.25
C: 2.817 1.208 -5.076  -0.39
C: 3.905 0.664 -4.410  -0.43
H: 5.294 3.257 -3.059  0.54
H: 3.397 4.412 -4.181  0.41
H: 1.781 3.042 -5.503  0.37
H: 2.143 0.577 -5.637  0.43
H: 4.095 -0.405 -4.438  0.54
N: -8.338 -1.489 4.380  -0.33
C: -8.809 -0.632 5.284  -0.27
C: -9.672 -0.992 6.307  -0.49
C: -10.071 -2.315 6.396  -0.22
C: -9.591 -3.220 5.463  -0.56
C: -8.730 -2.758 4.480  0.07
H: -8.474 0.394 5.177  0.37
H: -10.021 -0.253 7.014  0.36
H: -10.744 -2.637 7.179  0.37
H: -9.877 -4.262 5.494  0.36
H: -8.328 -3.432 3.729  0.24

The calculation puts the HOMO-LUMO gap at 0.348 hartree. The largest force on an atom comes out at 2.73 eV/A. The value obtained for the calculated total energy is -3437.5181 Eh. Its net charge is 0. Its SMILES is [H]/N=C(\N)NCCCC[C@H](COCC)O[C@](CCCCCCOC)(CCCCCOC(C)=O)B(O)OC.c1ccncc1.c1ccncc1.c1ccncc1.c1ccncc1.c1ccncc1.c1ccncc1.c1ccncc1.